A 2-piece molecular cluster, C4H6N2O overall, computed with wB97M-V/def2-TZVPD.

Calculated values
HOMO energy = -8.84 eV
SMILES string = c1cn[nH]c1.C=O
Gap between HOMO and LUMO = 9.6513 eV
Largest force on an atom = 2.85 eV/Å
Calculated total energy = -340.6657 hartree

Each line ends with the Mulliken charge.
Positions of all 13 atoms, in Å:
C 1.87 0.08 -1.69  -0.2488
O 1.94 0.76 -0.70  -0.3782
C -0.28 0.46 -0.25  -0.0920
N -0.06 -0.84 -0.08  -0.4698
N -0.74 -1.19 1.00  0.0068
C -1.35 -0.13 1.60  -0.1365
C -1.03 0.98 0.84  -0.7446
H 2.22 0.49 -2.64  0.2837
H 1.37 -0.90 -1.64  0.3382
H 0.10 0.74 -1.26  0.4999
H -0.63 -2.13 1.31  0.2113
H -2.04 -0.30 2.42  0.4123
H -1.37 1.98 1.09  0.3178



One molecule with the formula C7H9FINO, computed with wB97M-V/def2-TZVPD.

Calculated values
HOMO energy = -9.08 eV
SMILES string = OCC[C@H]1C=CC=N[C@]1(F)I
Gap between HOMO and LUMO = 8.6728 eV
Largest force on an atom = 4.44 eV/Å
Calculated total energy = -799.6296 hartree

Each line ends with the Mulliken charge.
Positions of all 20 atoms, in Å:
C 0.15 0.20 1.99  -0.3155
C -0.43 0.80 0.94  -0.3705
C 1.42 -0.48 1.86  -0.1863
C 0.15 0.68 -0.42  -0.1312
C 1.94 0.58 -0.11  0.2814
C -0.25 -0.61 -1.13  -0.7387
C -1.72 -0.60 -1.58  -0.6637
N 2.25 -0.31 0.90  -0.5602
O -2.63 -0.41 -0.52  -0.5098
F 2.55 0.28 -1.26  -0.2733
I 2.57 2.61 0.48  0.0069
H -0.30 0.23 2.97  0.4150
H -1.38 1.31 1.04  0.4065
H 1.74 -1.16 2.64  0.4514
H 0.01 1.56 -1.05  0.4941
H -0.09 -1.45 -0.45  0.2766
H 0.37 -0.76 -2.01  0.3951
H -1.90 0.23 -2.27  0.3529
H -1.92 -1.54 -2.11  0.3407
H -2.55 -1.15 0.09  0.3285



A 2-piece molecular cluster, C4H7NO2 overall, computed with wB97M-V/def2-TZVPD.

Calculated values
HOMO energy = -8.74 eV
SMILES string = C=C=N.COC=O
Gap between HOMO and LUMO = 9.5735 eV
Largest force on an atom = 4.80 eV/Å
Calculated total energy = -361.7540 hartree

Each line ends with the Mulliken charge.
Positions of all 14 atoms, in Å:
C -0.02 -0.05 -2.62  0.5589
C -0.03 1.21 2.07  -0.6167
C -0.94 -0.67 -1.86  -0.8780
C 1.46 -0.07 0.63  0.0893
N 0.59 0.68 -3.34  -0.3943
O 2.42 -0.09 -0.08  -0.4627
O 1.01 1.12 1.10  -0.3061
H -0.78 1.87 1.62  0.2488
H 0.23 1.73 3.02  0.2641
H -0.48 0.25 2.38  0.3030
H -0.83 -0.64 -0.87  0.1943
H -1.83 -1.31 -2.03  0.2557
H 0.98 -1.03 0.86  0.4448
H 1.36 0.37 -3.92  0.2989